[1]
72
Properties=species:S:1:pos:R:3:forces:R:3:mulliken_spin:R:1 method="wB97M-V/def2-TZVPD" orbital_gap_ev="7.568 / 5.266" s_squared=0.756 multiplicity=2 homo_energy_ev="-7.16 / -7.29"
Hg 1.22381 0.14847 -0.40247 0.4 0.2 0.1 0.542
C -0.22176 0.61137 5.03990 -0.1 -0.1 -0.2 0.018
Sb 0.13556 -0.24867 3.07598 0.3 -0.1 0.3 0.006
C 2.20409 -0.67497 3.50222 -0.1 0.1 -0.1 -0.001
C -0.48910 -2.30179 3.54991 0.2 0.4 -0.1 0.003
C -1.97000 -2.44378 3.53683 -0.2 0.0 0.0 -0.002
C -2.69187 -1.90796 4.60714 0.0 -0.1 0.0 0.000
C -4.07185 -1.95533 4.65601 0.0 0.0 0.0 0.000
C -4.77145 -2.53920 3.60924 0.0 0.0 0.0 0.000
C -4.07308 -3.07679 2.54477 0.0 -0.1 0.0 -0.003
C -2.67650 -3.05723 2.48914 -0.1 0.1 0.2 0.007
C -2.00031 -3.67310 1.31790 0.2 0.4 -0.3 0.018
Sb -1.62877 -2.19571 -0.27750 -0.2 -0.5 -0.1 0.043
C -3.72042 -1.77720 -0.64284 0.3 0.1 0.1 0.020
C -1.48381 -3.77745 -1.75177 0.1 0.3 0.1 0.000
H -0.02474 -0.11343 5.82849 0.0 -0.1 0.0 0.001
H -1.24707 0.96633 5.12070 0.0 0.0 0.0 -0.001
H 0.45102 1.45883 5.16472 0.0 0.0 0.0 0.000
H 2.30434 -1.13668 4.48331 -0.1 0.0 0.0 0.000
H 2.77820 0.24904 3.47090 0.0 0.0 0.0 0.000
H 2.60018 -1.34416 2.73991 0.0 0.0 0.0 0.000
H -0.07811 -2.49768 4.54046 0.0 0.0 0.0 0.001
H 0.01617 -2.93164 2.82140 0.0 -0.1 0.1 -0.002
H -2.14107 -1.44912 5.41964 0.0 0.0 0.0 0.000
H -4.59815 -1.54510 5.50782 0.0 0.0 0.0 0.000
H -5.85230 -2.58345 3.63420 0.0 0.0 0.0 0.000
H -4.61741 -3.54243 1.73158 0.0 0.0 0.0 0.000
H -2.62015 -4.44453 0.86370 0.0 0.0 0.0 0.001
H -1.02964 -4.10090 1.56039 0.0 -0.1 0.0 -0.001
H -4.27670 -2.70292 -0.77642 0.0 -0.1 0.0 0.001
H -3.80857 -1.16446 -1.53788 0.0 0.0 0.0 -0.001
H -4.12503 -1.22222 0.20082 0.0 0.0 0.0 -0.001
H -2.34312 -4.44071 -1.67181 0.0 0.0 0.0 0.000
H -0.57133 -4.34222 -1.56896 0.0 0.0 0.0 -0.001
H -1.43855 -3.35606 -2.75415 0.0 0.0 0.0 0.000
C -0.48400 5.55662 -0.74675 0.1 0.0 0.0 -0.003
As 0.12217 3.71530 -0.61712 0.0 0.6 -0.1 0.002
C 1.61333 3.63529 -1.84962 0.0 -0.1 0.1 0.015
C 0.75603 3.64413 1.20531 -0.1 0.0 0.1 -0.001
S -1.44433 2.42296 -1.07907 -0.1 -0.4 0.2 0.040
H 0.36310 6.23169 -0.62333 0.0 0.0 0.0 0.000
H -1.21273 5.74360 0.04086 0.0 -0.1 0.0 0.000
H -0.95941 5.73185 -1.70988 0.0 -0.1 0.0 0.000
H 2.34711 4.39571 -1.58736 0.0 0.0 0.0 0.001
H 1.23101 3.81060 -2.85480 -0.1 0.0 0.1 0.001
H 2.08082 2.65175 -1.81476 0.0 0.0 0.1 0.002
H 1.47886 4.44548 1.35620 0.0 0.0 0.0 0.000
H 1.23808 2.69184 1.41299 -0.3 0.1 -0.1 -0.006
H -0.09785 3.77949 1.86924 -0.1 0.0 -0.1 -0.001
C -1.91490 0.81939 -5.90398 0.0 0.0 0.1 0.000
C -0.74712 0.41172 -5.07396 0.1 -0.1 -0.1 0.002
C 0.45572 -0.15523 -5.43650 0.0 0.0 0.0 0.002
C 1.16346 -0.34968 -4.23180 -0.2 0.0 -0.1 -0.020
N 0.43265 0.07236 -3.21222 0.4 -0.1 0.6 0.040
N -0.71586 0.52529 -3.73104 -0.1 -0.1 -0.3 0.004
C 2.53259 -0.89759 -4.01492 -0.1 0.1 0.1 0.015
H -1.62853 0.81357 -6.95268 -0.1 0.0 0.0 0.000
H -2.26151 1.81761 -5.63581 0.0 0.0 0.0 0.000
H -2.74781 0.12771 -5.76902 0.0 0.0 0.0 0.000
H 0.78968 -0.39056 -6.43219 0.0 0.0 -0.1 0.000
H -1.38436 0.96581 -3.11533 0.1 0.1 0.1 -0.001
H 2.72296 -1.76990 -4.63793 0.0 0.0 0.0 0.000
H 2.64696 -1.17090 -2.96703 0.1 0.0 0.0 -0.003
H 3.28418 -0.14275 -4.24964 0.1 0.0 0.0 0.000
C 6.98307 1.35712 -0.38297 0.1 -0.2 -0.1 0.008
O 5.83876 1.85725 0.30302 -0.2 0.1 0.1 0.006
C 4.66088 1.23560 0.17645 0.1 -0.3 -0.2 -0.010
S 4.46591 -0.09342 -0.83196 -0.2 -0.1 -0.2 0.076
S 3.42939 1.91174 1.11085 -0.3 0.0 -0.1 0.187
H 7.71344 2.16216 -0.38662 0.0 0.0 0.1 0.001
H 6.72651 1.06385 -1.40014 0.0 0.1 0.0 -0.004
H 7.37922 0.48534 0.14024 0.0 0.0 0.0 -0.001

---

[2]
91
Properties=species:S:1:pos:R:3:forces:R:3:mulliken_charge:R:1 method="wB97M-V/def2-TZVPD" orbital_gap_ev=1.683 multiplicity=1 homo_energy_ev=-6.49
C -1.13031 1.30640 3.13927 -0.6 0.6 -0.9 -1.279
C -0.20327 1.17751 1.85514 0.1 0.6 1.2 -0.361
C 0.44375 -0.24771 1.64411 0.5 1.3 0.1 -0.679
Br 1.07249 -0.73943 3.48693 -0.1 -0.3 -0.9 0.052
C -0.43233 -1.32344 0.92296 -0.6 -3.3 -1.2 2.359
B -2.04909 -1.14978 0.86044 -2.6 1.0 -0.6 0.800
O -2.94705 -2.25719 0.85464 2.2 0.8 1.2 -0.674
O -2.72226 0.09075 0.66861 1.5 -1.0 1.3 -0.605
C -0.08807 -1.60055 -0.66216 0.5 1.8 -3.6 0.876
C -1.06935 -0.92974 -1.73700 0.0 -0.4 -0.7 -1.982
C 1.38471 -1.23202 -1.21620 0.6 0.3 2.7 -0.763
C 1.63134 0.15976 -1.86285 -0.3 0.3 0.3 -3.060
C 1.22432 1.44225 -1.08090 0.3 1.3 -0.5 0.346
N 1.63661 2.60396 -1.94017 0.1 -0.7 0.8 -0.220
C 2.57822 3.48850 -1.22580 -0.4 1.7 0.0 -1.185
C 1.83006 4.37081 -0.16790 -0.1 0.6 1.7 0.942
C 2.11240 4.14477 1.24819 -1.5 1.6 -0.1 -0.375
C 1.46949 4.94138 2.28820 -0.7 0.6 -1.0 -0.480
C 0.50929 6.00965 1.98292 1.5 -2.0 -2.5 -0.712
C 0.22619 6.22301 0.55617 1.0 -1.0 1.0 -0.438
C 0.87611 5.42629 -0.49319 0.0 -0.2 1.8 0.528
O 0.56421 5.66614 -1.84179 0.1 -0.6 1.2 -0.381
N -0.28299 -3.08001 -1.05401 -0.9 -3.3 4.3 0.782
C -0.33670 -3.79993 -2.37301 0.4 -1.2 -2.2 -1.163
C 1.04612 -4.50493 -2.90338 0.3 0.5 1.6 -0.519
C 2.16134 -4.79307 -1.79136 0.6 -0.7 -1.4 0.755
I 0.70301 -6.18533 -4.26189 0.0 0.8 0.8 0.165
C -0.48066 -3.85564 0.04557 0.2 3.4 -0.4 -1.384
P -0.86266 -5.66549 0.22013 -3.0 -4.2 1.2 1.108
O -2.34779 -5.76305 0.23359 1.6 1.3 -0.1 -0.690
O -0.18558 -6.24122 1.60413 -0.6 2.0 -2.6 -0.043
O -0.36262 -6.61466 -1.01842 0.5 1.4 0.9 -0.403
C -0.27748 -2.89845 1.37913 2.9 -0.6 -0.9 0.407
N 1.15678 -3.33372 1.65082 -2.4 1.2 0.1 -1.055
S -1.03508 -3.46343 3.00035 -3.1 -1.8 3.8 1.526
O -0.00158 -4.13322 3.87027 -0.1 0.8 -0.7 -0.363
O -2.12512 -4.38589 2.87745 1.0 1.5 -1.3 -0.528
F -1.65851 -2.22248 3.89116 1.9 -0.3 -4.0 -0.130
H -1.83119 2.16518 2.93401 0.7 -0.8 0.3 0.356
H -0.57354 1.57016 4.06734 -0.4 -0.5 -0.8 0.478
H -1.78322 0.40699 3.29220 0.7 0.6 0.2 0.154
H -0.76141 1.58761 0.98523 0.5 -0.8 0.5 0.378
H 0.65455 1.88753 2.03746 -0.8 -0.8 -0.4 0.194
H 1.43577 -0.05004 1.15400 -1.2 -0.6 0.1 0.549
H -3.43975 -2.18225 1.69966 -0.4 -0.4 -0.7 0.324
H -3.11400 0.33810 1.53196 -0.1 0.2 -0.8 0.371
H -0.59052 -0.99819 -2.75785 -0.2 0.2 1.2 0.527
H -2.00696 -1.54156 -1.89793 0.6 0.9 0.8 0.500
H -1.26039 0.15089 -1.56463 -0.1 -0.9 0.1 0.347
H 1.77156 -2.01094 -2.03026 -1.5 1.5 3.3 1.382
H 2.15927 -1.34499 -0.35182 -2.9 2.7 -1.9 -1.026
H 2.73430 0.23696 -2.06825 -1.1 0.0 0.3 0.511
H 1.16907 0.22881 -2.88480 0.4 -0.1 1.1 0.374
H 0.12706 1.58751 -0.91060 0.8 -0.7 0.1 -0.148
H 1.78975 1.61033 -0.11690 -0.8 -0.7 -0.7 -0.011
H 0.79640 3.11706 -2.22058 0.7 0.0 0.1 0.367
H 3.38502 2.92961 -0.68463 -0.8 0.2 -0.7 0.441
H 3.11765 4.16778 -1.94869 -0.5 -0.7 0.7 0.269
H 2.83321 3.35189 1.57363 -0.6 0.9 -0.5 0.374
H 1.69503 4.75280 3.36544 -0.1 0.1 -1.1 0.361
H 0.02649 6.61420 2.78235 0.5 -0.6 -0.8 0.370
H -0.50134 7.02977 0.29582 0.8 -0.8 0.0 0.184
H -0.43403 5.64069 -1.91896 1.1 -0.2 0.0 0.218
H -1.10352 -4.62652 -2.36359 0.7 1.0 0.7 0.880
H -0.67077 -3.17190 -3.24583 0.4 -0.1 1.4 0.428
H 1.52760 -3.70686 -3.64232 -0.9 -2.4 0.8 0.435
H 1.93087 -5.62351 -1.03154 0.0 0.9 -1.1 0.445
H 3.11841 -5.14498 -2.36349 -1.6 0.5 1.0 0.391
H 2.51242 -3.86437 -1.17250 -3.7 -5.5 -7.3 -1.123
H 0.30190 -7.11232 1.42715 0.1 0.4 0.1 0.025
H -1.10255 -7.16634 -1.35282 0.1 0.5 0.4 0.369
H 1.36254 -4.22591 1.16462 -0.4 0.5 1.1 0.302
H 1.81371 -2.57089 1.41706 -3.2 -0.5 2.7 0.355
Br 2.04692 -2.13057 -3.73286 2.8 2.7 -5.0 0.001
Cl -1.98712 -3.45146 5.88656 -0.1 -0.9 1.9 -0.457
Be -1.84161 6.67533 -2.25929 -1.0 0.5 -0.3 -0.081
C -5.95556 9.12404 -1.20354 -0.3 -0.2 0.0 -0.699
N -4.50698 8.85622 -0.99842 0.0 0.1 0.0 0.835
O -4.15568 7.69015 -0.92117 0.0 0.2 0.0 -0.487
O -3.77566 9.82102 -0.92275 -0.1 -0.3 0.0 -0.495
H -6.48247 8.17551 -1.25182 0.1 0.0 0.0 0.302
H -6.30175 9.71610 -0.35944 0.1 0.1 -0.1 0.279
H -6.05827 9.67148 -2.13784 0.0 0.1 0.1 0.287
Cl 1.49661 -3.68539 5.04880 -0.4 0.2 -0.1 0.005
O 5.23713 5.28190 -1.72142 -0.2 -0.4 0.2 -0.712
H 5.28312 5.92780 -2.42984 0.0 0.2 -0.2 0.222
Be 1.51871 -8.22375 0.45482 0.4 -1.5 0.6 -0.080
O 0.57462 -10.62636 2.17479 0.6 1.0 -0.9 -0.860
H -0.28960 -10.30197 2.43582 -0.3 0.1 0.1 0.177
F 2.99269 -0.15032 -4.02477 -0.3 -1.6 -0.4 -0.545
Cs 3.08760 -3.03284 0.11230 10.9 1.5 3.8 0.780

---

[3]
79
Properties=species:S:1:pos:R:3:forces:R:3:mulliken_charge:R:1 method="wB97M-V/def2-TZVPD" orbital_gap_ev=8.219 charge=+1 multiplicity=1 homo_energy_ev=-11.69
C 0.09071 -3.38335 0.88189 -0.3 -0.2 -0.3 -0.389
C -0.77243 -4.01724 -0.19419 0.1 -0.3 0.4 -0.388
O -2.00399 -3.35510 -0.39254 0.0 -0.1 0.0 -0.512
C -1.88882 -2.05514 -0.89006 0.0 0.3 -0.3 0.568
C -1.43165 -1.95500 -2.33305 -0.3 0.0 0.3 -0.877
O -0.03134 -2.08198 -2.49789 0.3 -0.3 -0.2 -0.505
C 0.64107 -0.87663 -2.27883 0.0 -0.3 0.3 1.970
C 2.09650 -1.13710 -1.97132 -0.5 0.0 -0.2 -1.368
O 2.66252 0.07638 -1.45787 -0.2 0.0 -0.2 -0.209
C 2.44918 0.15073 -0.07667 0.4 0.1 -0.1 0.330
P 2.02576 1.87197 0.40066 0.0 0.8 -0.1 0.171
C 0.58077 2.48600 -0.53727 -0.1 -1.1 -0.1 -0.512
C -0.72021 1.76955 -0.21921 -0.7 0.1 -1.4 0.374
O -1.52351 1.47033 -1.07402 0.8 0.3 1.1 -0.569
O -0.81851 1.47311 1.08506 -0.5 -0.3 0.0 0.228
C -1.97212 0.74927 1.51812 0.1 -2.8 1.7 0.446
C -3.31236 1.36441 1.31445 0.5 0.0 -0.2 -1.365
O -1.77054 -0.31826 2.08385 -0.1 2.8 -1.5 -0.374
B 3.57819 2.96352 -0.15676 0.5 0.4 -0.1 0.698
O 3.93790 4.00236 0.63370 -0.1 -0.1 -0.3 -0.473
O 4.28883 2.60254 -1.24429 -0.4 0.3 0.1 -0.491
C 1.91603 2.08186 2.21946 -0.3 -0.3 -0.1 -1.120
I 0.81130 3.85812 2.70518 0.1 0.0 -0.1 0.128
C 1.48606 0.85743 3.01465 0.4 -0.5 0.4 0.345
C 2.62354 -0.18409 3.14491 -0.5 0.3 -0.7 -1.412
H -0.52546 -3.18125 1.74675 -0.1 0.2 0.3 0.242
H 0.84521 -4.10536 1.16331 0.4 0.0 0.1 0.491
H 0.55777 -2.46792 0.53861 0.2 0.2 0.0 -0.396
H -1.03154 -5.00747 0.15282 -0.2 -0.3 0.0 0.447
H -0.21624 -4.14235 -1.11584 0.1 0.1 -0.3 0.234
H -2.87960 -1.61999 -0.84229 -0.3 0.1 0.1 0.369
H -1.24680 -1.42885 -0.26670 0.1 0.0 0.2 -0.473
H -1.91252 -2.74307 -2.89356 0.0 -0.3 -0.3 0.438
H -1.78096 -1.00124 -2.71957 0.0 0.3 -0.3 0.441
H 0.55638 -0.22365 -3.14416 -0.1 0.4 -0.1 0.273
H 0.21928 -0.39583 -1.39480 -0.2 0.3 0.0 -1.308
H 2.61166 -1.45174 -2.86551 0.5 0.2 -0.2 0.365
H 2.18391 -1.91882 -1.22604 0.1 -0.3 0.1 0.328
H 1.70348 -0.55131 0.28355 -0.3 0.0 0.1 -0.760
H 3.39034 -0.08446 0.41523 0.1 0.0 0.4 0.754
H 0.76925 2.25298 -1.58110 0.2 0.0 -0.3 0.216
H 0.47824 3.55984 -0.47573 0.0 0.3 0.3 0.697
H -3.30430 2.43525 1.45935 0.0 0.3 0.1 0.366
H -3.60813 1.16583 0.29288 -0.1 0.0 -0.3 0.344
H -4.00849 0.87461 1.97085 -0.2 -0.1 0.3 0.306
H 3.21643 4.62859 0.74642 -0.1 0.2 0.7 0.330
H 3.71207 2.66652 -2.01903 0.3 -0.6 -0.5 0.305
H 2.92300 2.33075 2.52070 0.3 0.2 0.0 0.998
H 1.23091 1.18810 4.01124 -0.2 0.2 0.2 0.737
H 0.61663 0.36909 2.60291 -0.3 0.1 -0.1 -0.476
H 2.71744 -0.54280 4.15524 0.2 0.0 0.3 0.367
H 3.55842 0.22375 2.77936 0.4 0.0 0.3 0.352
H 2.40126 -1.03803 2.51938 0.0 -0.4 -0.1 0.297
C -3.64837 -0.61542 4.88057 -0.1 0.1 -0.3 -1.348
C -4.82302 -0.24928 5.74962 0.2 -0.1 -0.1 0.548
C -5.89720 -1.30349 5.88289 -0.1 0.0 0.1 -0.516
O -7.06300 -0.50745 6.13686 0.1 -0.1 -0.1 -0.328
C -6.86670 0.70699 5.56650 0.1 -0.2 0.0 0.635
O -7.69615 1.53711 5.43333 -0.2 0.2 -0.1 -0.506
O -5.57157 0.83116 5.16329 0.0 0.0 0.1 -0.352
H -3.98175 -1.01480 3.92172 0.0 0.0 0.0 0.254
H -3.04288 0.26685 4.67310 0.1 0.0 0.1 0.282
H -3.01995 -1.36126 5.36564 0.0 0.0 0.0 0.426
H -4.48139 0.08104 6.73474 -0.1 0.0 0.0 0.255
H -5.72581 -2.00076 6.69869 -0.1 0.1 0.1 0.325
H -6.05498 -1.85906 4.95535 0.1 0.0 0.0 0.323
C 2.92741 -1.02713 -6.79640 -0.2 0.0 0.3 -1.445
C 2.92855 0.47715 -6.70213 0.0 -0.5 -0.1 0.459
C 4.25477 1.10201 -6.34755 0.1 0.1 -0.1 -0.472
O 3.84121 2.32030 -5.70657 0.1 0.0 0.1 -0.322
C 2.62203 2.10909 -5.17486 0.2 -0.2 -0.2 0.706
O 2.08022 2.85653 -4.42276 -0.1 0.1 0.6 -0.584
O 2.10644 0.93815 -5.59998 0.1 0.1 -0.1 -0.275
H 3.40154 -1.47440 -5.92133 0.1 0.0 0.0 0.310
H 1.90768 -1.40634 -6.84632 0.0 0.0 -0.1 0.361
H 3.46293 -1.35086 -7.68736 0.0 0.0 0.0 0.405
H 2.51942 0.91418 -7.61587 0.0 0.1 0.0 0.281
H 4.88133 1.31691 -7.20831 0.0 0.2 0.0 0.318
H 4.81877 0.50792 -5.62508 0.0 -0.1 0.0 0.285

---

no.,DFT total energy (hartree)
1,-5111.20369
2,-9362.74132
3,-2579.40501